Here is a cluster of 10 separate species, C49H103BN5O17 in total at a distorted geometry from OMol25. Energies are from ωB97M-V/def2-TZVPD.

Geometry (Å):
C1 -0.87132 -2.27503 4.89892
C2 1.44292 0.37547 -2.70179
H1 -2.48817 -2.76948 0.98998
O1 -0.57364 0.52100 -0.00875
H2 -3.32978 5.09852 3.34908
H3 1.93993 -4.33220 1.06497
O2 3.36310 1.40776 -5.97493
C3 3.65899 2.91400 1.63043
H4 -7.43530 -6.50916 0.83221
H5 0.10963 -2.19239 5.36689
O3 -3.87070 0.03385 -1.08751
H6 -1.77460 -4.55437 2.37396
H7 5.54626 1.32193 -3.02817
H8 4.31872 0.39639 -0.79991
H9 7.61088 -2.68896 -0.22428
H10 -2.85846 5.52903 1.73642
H11 8.28826 3.70139 0.98646
H12 7.79077 -3.43081 -2.79766
O4 4.18562 3.54465 -1.26135
H13 -0.28496 -3.77245 0.59820
H14 7.85523 -0.23371 -5.10351
H15 -3.82978 -7.05393 -0.71822
H16 2.96045 3.50669 1.03978
H17 -5.08094 8.10046 1.36419
C4 -0.30340 -2.79468 1.07957
H18 6.66294 5.97486 0.62840
H19 9.19976 -0.87628 -0.90039
H20 7.89281 1.86469 2.04131
C5 -6.76514 -5.27608 -3.70353
H21 -1.81608 -1.67758 2.24734
O5 -5.35956 5.98170 -0.19721
H22 1.24681 -0.71568 1.63233
C6 0.84772 -2.73750 2.15758
H23 3.25314 0.36023 0.57521
H24 -6.86203 -7.74308 -1.58541
C7 -6.37159 -6.72925 0.92261
C8 6.02736 0.83717 -3.87767
H25 0.19544 3.54425 -5.20214
H26 -2.93158 -3.44872 3.25418
C9 7.46671 3.10390 0.59128
C10 -5.98861 7.93560 1.94477
C11 -5.72845 -4.38567 0.37389
H27 6.23305 -3.93089 -3.47149
C12 6.67330 -0.49078 -3.36563
C13 -5.01002 4.68806 1.90781
H28 -7.83707 7.01682 3.41115
C14 -6.42017 5.28916 3.94014
O6 -1.74607 -0.16807 -1.78812
N1 0.47767 -3.61898 3.28205
H29 -5.19460 -4.13978 1.29184
H30 2.83045 0.70321 -6.34386
H31 -5.86911 -2.81965 -2.62434
H32 8.65843 0.55409 -2.61606
H33 -6.10640 6.02966 -0.79848
H34 -0.20527 -4.50213 5.75846
H35 -6.70799 8.74957 1.85509
C15 7.43014 -1.05335 -4.52422
C16 2.10165 -3.29125 1.34490
H36 -1.84803 -4.83142 5.46167
C17 -2.66234 0.16480 -0.92556
H37 -3.86236 6.59631 2.67918
C18 -7.33375 6.15123 2.98042
C19 -4.30009 -5.02810 -2.95754
H38 6.85618 1.44365 -4.24283
H39 3.04022 -3.19388 1.89051
H40 6.79510 3.04337 2.51651
H41 -5.25538 2.61124 1.26919
C20 -5.53886 -5.85233 -0.08628
C21 4.66504 2.13463 0.65257
C22 -1.91481 -3.60716 2.89478
O7 -5.97588 -7.43525 -1.78931
H42 -6.55274 -6.12179 -4.35756
O8 2.43380 0.09886 -3.38089
O9 1.60003 -3.90223 4.07580
C23 6.38879 3.90937 -0.15982
H43 -6.73209 -4.22772 0.76870
H44 6.58372 3.79649 -2.37581
C24 7.77724 0.01493 -2.26834
O10 -0.00872 4.05286 -5.98691
H45 6.80534 -1.67709 -5.16349
H46 4.92428 5.38140 0.36216
H47 -8.80080 7.28403 1.37854
H48 7.85191 2.44302 -0.18521
C25 5.82323 1.42353 1.35581
H49 -0.98621 -1.31531 4.39508
H50 3.07942 1.49601 -0.78818
C26 -5.79696 -5.07289 -2.48402
H51 -7.78638 7.30299 -0.16735
H52 -3.83648 -5.97390 -3.23797
H53 6.86526 -4.44725 -1.83737
C27 -3.70077 5.54803 2.42798
B1 -0.46489 0.42017 -1.45918
H54 3.93038 -1.15520 -3.48112
H55 7.21277 0.64008 -1.57647
H56 4.31398 -3.60539 -1.61941
O11 1.20442 2.70319 -3.46395
H57 3.05450 2.25901 2.25787
H58 6.24341 0.68050 0.67798
O12 -2.28450 0.80965 1.46436
O13 4.60680 -1.81087 -3.66591
H59 2.49867 -2.80970 0.45126
H60 -4.15465 -4.39913 -3.83580
H61 0.00730 -2.12931 0.27405
C28 -1.89563 0.55917 0.33777
C29 7.02429 4.35741 -1.55157
H62 -6.49452 3.42758 2.97405
O14 -0.24270 1.78176 -2.03507
C30 6.95203 2.31338 1.72241
C31 8.40496 -1.20637 -1.56929
H63 -5.89065 0.70083 -0.65384
C32 -5.30166 -3.25541 -0.64751
H64 -4.25003 3.68870 0.09930
H65 -0.69542 -5.71673 4.55867
C33 3.78424 1.03474 -0.09640
H66 -1.88307 2.78489 3.58834
C34 -5.72280 4.16623 3.19069
H67 -3.38778 -5.45480 -0.31052
O15 0.62436 -0.41971 -2.02223
H68 -6.05272 -6.66289 1.96281
N2 5.24244 2.99922 -0.38729
H69 -5.43652 -2.25764 -0.22993
O16 -6.71508 0.26936 -0.42938
H70 8.17636 -1.83357 -4.37418
H71 -1.36560 2.14037 2.31999
H72 0.49681 -0.73561 3.21323
C35 0.82109 1.79170 -2.76108
C36 -8.03443 6.80440 0.76966
C37 -6.75448 6.65788 1.64616
C38 -1.71264 -2.63926 1.74477
H73 -3.64618 3.04781 1.61209
H74 -7.07679 4.97402 4.75109
H75 -3.79035 -6.64734 0.95488
H76 -6.47464 -0.64516 -0.28078
H77 4.14181 3.75882 2.12161
C39 -0.89615 -4.71674 4.94315
H78 -8.27201 5.59994 2.91851
N3 -6.09836 -6.08384 -1.42919
C40 -6.09787 -3.63554 -1.93871
H79 2.07330 -1.19221 3.10416
N4 -5.80502 5.53956 1.08457
C41 -4.54165 3.42045 1.11473
C42 5.94884 5.15178 0.65483
H80 -1.69491 -2.29222 5.61273
H81 6.76522 -1.18439 -0.15874
H82 -6.32512 -7.79988 0.72333
H83 3.98475 -2.11459 -0.92801
O17 -1.13581 2.78405 2.99015
H84 -6.67195 -4.47116 -4.43258
H85 4.92522 -3.24318 -0.05295
H86 5.41660 1.01367 2.28034
H87 4.14177 2.83396 -1.90524
H88 1.46714 -4.84794 4.17361
H89 0.83959 4.37513 -6.29146
H90 -5.59490 7.86083 2.95843
H91 -7.75772 -5.20915 -3.25809
H92 5.26635 0.86055 -4.65768
H93 8.09360 4.19886 -1.69134
H94 -4.25589 -3.24130 -0.95454
H95 6.02050 4.83661 1.69580
C43 4.80818 -2.81830 -1.04988
H96 8.94550 -1.85018 -2.26313
C44 1.14436 -1.30305 2.54480
H97 -5.67949 5.97124 4.35757
H98 6.80176 5.38915 -1.82381
C45 6.74787 -3.63687 -2.55683
N5 5.68252 -1.39889 -2.78288
C46 -4.07240 -6.25202 -0.02096
H99 -7.16783 -3.45196 -1.84075
H100 -5.10560 3.57778 3.86959
H101 -8.37683 5.87891 0.30669
H102 3.26200 1.31423 -5.02769
C47 7.21254 -1.89402 -0.85475
C48 -0.79361 -3.50728 3.95690
C49 6.08824 -2.40044 -1.75236
H103 -3.55074 -4.53076 -2.34173

HOMO-LUMO gap, eV: 7.96
Energy relative to the best compared isomer or geometry (same formula, charge and spin), kJ/mol: 0.0
Net charge: -1
HOMO, eV: -5.96
LUMO energy, eV: 2.00